Formula: H80O40
Source: the Open Molecules 2025 dataset
Level of theory: wB97M-V/def2-TZVPD

Structure (XYZ):
```
120
H80O40 (wB97M-V/def2-TZVPD)
H -2.358 1.257 4.009
H -2.315 2.426 3.111
O -2.934 1.693 3.258
H -1.387 -0.625 -0.275
H -1.009 0.195 -1.353
O -1.277 -0.728 -1.131
H 1.559 2.682 -3.109
H 2.753 1.906 -2.549
O 2.375 2.148 -3.313
H 3.093 -1.251 4.709
H 3.519 -0.609 3.329
O 2.972 -0.407 4.165
H 3.151 -2.611 -5.001
H 1.964 -3.104 -4.242
O 2.472 -2.341 -4.340
H -5.105 -3.050 -1.055
O -5.565 -2.580 -0.184
H -0.224 4.947 1.543
O 0.056 5.836 1.474
H 1.046 1.148 1.981
H 2.352 1.504 2.435
O 1.547 1.851 2.049
H 2.426 1.376 -0.427
H 2.848 3.019 -0.411
O 2.842 2.132 -0.802
H -3.723 3.083 -2.711
H -4.170 4.447 -2.708
O -3.776 4.008 -2.070
H 0.196 -0.378 -4.109
H 0.913 0.543 -5.173
O 0.199 0.487 -4.502
H 1.167 5.464 -1.427
O 2.024 5.570 -1.239
H -1.927 -1.553 -2.602
H -2.278 -2.364 -3.891
O -2.074 -2.378 -3.045
H -0.419 -5.343 4.112
H 0.509 -5.143 2.944
O 0.438 -5.473 3.835
H 6.316 0.642 2.833
H 5.380 0.572 1.729
O 5.430 0.670 2.779
H 1.711 -4.626 -1.664
H 2.895 -5.735 -1.895
O 2.003 -5.579 -1.429
H 4.733 1.591 -0.686
H 5.839 2.309 0.019
O 5.519 1.422 -0.192
H -2.297 -1.231 4.411
H -3.275 -0.206 4.986
O -2.365 -0.410 4.963
H 2.132 -3.779 1.897
O 1.365 -4.515 1.732
H -0.222 -1.786 4.144
H -0.158 -3.106 4.864
O -0.817 -2.531 4.458
H 1.822 -3.718 5.441
O 2.273 -3.219 4.691
H -2.914 -0.542 1.358
H -3.751 0.615 0.860
O -3.239 -0.152 0.504
H -2.166 1.571 -2.694
H -3.728 1.277 -2.011
O -3.089 1.019 -2.782
H -0.425 -0.164 2.164
H -0.862 0.852 1.095
O -0.303 0.086 1.284
H -0.696 2.925 -2.946
H 0.244 4.058 -3.640
O -0.399 3.373 -3.805
H -1.674 -3.447 -0.079
H -0.486 -4.454 0.191
O -0.721 -3.487 0.182
H 5.243 -0.947 2.138
H 4.949 -2.073 3.145
O 4.486 -1.545 2.414
H 5.079 3.122 1.787
H 3.715 3.832 1.842
O 4.427 3.485 1.209
H -1.917 -4.086 1.447
H -2.982 -4.735 2.079
O -2.225 -4.953 1.525
H -1.722 4.843 -2.352
H -1.569 6.103 -1.579
O -1.155 5.184 -1.760
H -5.747 0.339 -0.926
H -5.797 1.507 0.041
O -5.714 1.295 -0.883
H 3.521 -1.653 0.754
O 2.768 -2.146 0.389
H 4.365 1.345 4.320
H 2.976 1.985 4.437
O 3.891 2.169 4.821
H 1.778 -5.020 0.856
H -5.197 -3.082 0.600
H 2.106 -3.767 3.782
H 0.881 5.688 1.097
H 2.462 5.736 -2.056
H 2.952 -2.414 -0.359
O -2.730 3.616 0.511
H -2.609 2.787 0.910
H -3.620 3.488 0.187
O -0.538 2.389 -0.178
H 0.396 2.718 -0.074
H -0.938 2.941 -0.812
O -2.450 -2.335 2.599
H -1.717 -2.529 3.384
H -1.893 -1.742 2.005
O -3.141 2.816 -4.544
H -3.344 1.890 -4.392
H -2.245 3.081 -4.604
O -4.107 -1.850 -4.718
H -3.985 -1.047 -4.249
H -4.007 -2.527 -4.016
O 0.917 -3.132 -2.427
H 0.030 -2.673 -2.358
H 1.299 -2.789 -1.700
O -0.951 -0.977 -6.475
H -1.362 -0.615 -5.712
H -0.534 -1.797 -6.153
```

***

Formula: H80O40
Source: the Open Molecules 2025 dataset
Level of theory: wB97M-V/def2-TZVPD

Structure (XYZ):
```
120
H80O40 (wB97M-V/def2-TZVPD)
H 2.947 -4.978 3.744
H 1.540 -4.357 3.550
O 2.187 -4.946 3.159
H -2.498 3.446 -2.170
H -2.577 2.934 -3.600
O -1.981 3.030 -2.869
H 5.651 2.377 -0.973
H 4.449 1.696 -1.106
O 5.313 1.677 -1.558
H -0.374 -2.452 1.728
H 0.431 -3.714 1.568
O 0.568 -2.785 1.798
H 1.050 4.311 4.761
H 0.224 3.384 5.288
O 0.431 4.311 5.505
H 1.478 5.196 -2.780
O 1.400 6.109 -2.447
H -3.576 0.360 3.824
O -3.543 -0.352 3.178
H 1.521 2.025 3.343
H 2.063 1.024 2.400
O 1.863 1.132 3.345
H 0.065 -1.545 -1.011
H 0.737 -1.575 0.551
O 0.733 -1.304 -0.392
H -2.814 -1.507 2.118
H -2.740 -1.861 0.642
O -2.149 -1.768 1.449
H -4.082 4.041 -0.094
H -2.756 4.631 -0.636
O -3.348 3.869 -0.703
H -1.283 -2.044 -4.269
O -2.196 -2.097 -3.949
H 3.804 2.589 -2.333
H 2.348 3.008 -2.715
O 3.125 3.265 -2.225
H -3.837 0.709 -2.553
H -4.534 0.720 -3.951
O -3.684 0.616 -3.506
H -0.674 -0.459 2.344
H -0.017 0.368 3.374
O -0.549 -0.428 3.305
H 4.763 -3.064 -3.268
H 4.491 -3.778 -1.827
O 5.096 -3.550 -2.518
H -0.410 3.120 2.424
H 0.279 4.209 2.343
O 0.204 3.539 3.057
H 1.756 0.635 -2.301
H 0.296 0.658 -1.415
O 1.105 1.059 -1.718
H 2.197 3.516 2.526
O 2.883 4.187 2.585
H -1.607 -2.845 -2.385
H -0.804 -3.000 -1.020
O -1.511 -2.542 -1.493
H -2.918 1.197 2.156
O -3.342 1.972 1.759
H 1.864 -0.404 -3.958
H 3.088 -0.712 -3.012
O 2.667 -0.027 -3.581
H -4.868 -4.303 1.963
H -5.791 -3.726 1.075
O -5.422 -3.502 1.945
H -1.846 -4.095 2.785
H -0.853 -2.899 3.455
O -1.171 -3.793 3.371
H -1.176 -0.671 5.539
H -1.693 0.614 4.664
O -1.628 0.167 5.496
H 3.821 -2.330 -1.384
H 2.357 -1.938 -0.780
O 3.182 -1.637 -1.169
H 1.337 4.466 -0.382
H 2.131 4.851 0.902
O 2.186 4.886 -0.061
H -1.123 1.581 -4.297
H -2.016 0.800 -5.348
O -1.267 1.328 -5.180
H 2.335 -4.738 0.584
H 2.104 -6.060 1.200
O 2.545 -5.670 0.426
H 0.013 3.156 -2.024
H -0.520 3.813 -0.625
O 0.204 3.494 -1.161
H 1.190 -5.114 -0.918
H 0.498 -5.245 -2.279
O 0.621 -4.639 -1.543
H -4.748 -1.502 -0.879
O -3.866 -1.778 -0.621
H 1.899 3.092 -5.246
H 0.505 2.696 -4.654
O 1.449 2.573 -4.579
H 3.776 3.833 2.555
H 1.697 5.776 -1.568
H -2.743 2.103 0.996
H -3.987 -1.155 3.498
H -2.709 -1.552 -4.540
H -3.193 -1.620 -1.246
O -5.419 0.020 0.760
H -4.975 -0.736 1.167
H -5.238 0.658 1.466
O -1.960 0.969 -0.798
H -1.556 0.460 -1.501
H -2.598 0.453 -0.298
O -1.851 -5.609 -0.444
H -2.242 -5.644 -1.244
H -1.123 -6.233 -0.413
O 0.714 -2.068 -4.233
H 1.266 -2.010 -3.442
H 0.865 -2.880 -4.719
O 4.338 1.321 1.160
H 3.905 1.147 2.014
H 4.181 0.439 0.780
O 2.835 -0.356 5.312
H 2.939 0.555 5.555
H 2.736 -0.476 4.371
O 1.769 1.933 0.751
H 2.195 2.541 0.123
H 1.174 1.427 0.167
```

***

Formula: H80O40
Source: the Open Molecules 2025 dataset
Level of theory: wB97M-V/def2-TZVPD

Structure (XYZ):
```
120
H80O40 (wB97M-V/def2-TZVPD)
H -1.012 1.358 -0.230
H -1.487 0.021 0.488
O -0.692 0.675 0.415
H 2.102 4.575 -0.692
H 2.739 5.643 0.256
O 2.333 5.513 -0.583
H 0.955 -5.821 -1.195
H 1.455 -4.399 -1.501
O 1.002 -4.929 -0.773
H -1.264 3.221 -1.694
H -1.587 1.962 -2.498
O -1.985 2.663 -1.819
H -0.933 -3.694 2.751
H -0.436 -4.651 3.908
O -0.116 -4.337 2.976
H -0.594 6.204 -0.646
O -0.294 6.223 -1.662
H -3.052 -1.070 -2.970
O -2.648 -0.540 -2.388
H 0.326 -1.540 -2.178
H -1.135 -1.413 -2.651
O -0.469 -2.065 -2.531
H -3.424 2.870 2.192
H -2.687 3.868 3.074
O -2.773 2.955 2.869
H -3.805 2.908 -2.845
H -3.585 3.220 -4.293
O -3.987 2.382 -3.676
H 2.752 3.463 2.366
H 2.924 2.701 1.092
O 2.808 3.476 1.482
H -5.159 -2.289 1.858
O -4.377 -3.030 1.831
H 1.379 -4.934 -3.885
H 2.728 -5.014 -3.681
O 1.959 -5.564 -3.480
H -5.475 2.799 0.189
H -5.008 2.030 1.270
O -5.414 2.871 1.211
H -0.143 -2.446 0.805
H 0.446 -0.946 0.601
O 0.620 -1.910 0.925
H 5.159 3.491 1.369
H 4.505 4.543 1.812
O 5.178 4.453 1.253
H 2.213 1.681 3.492
H 2.621 2.214 4.879
O 1.870 2.246 4.231
H 2.784 0.194 0.908
H 3.020 -0.623 2.185
O 3.260 -0.484 1.152
H 1.385 -5.105 0.900
O 1.929 -5.783 1.379
H 4.964 -1.282 -1.475
H 4.968 -2.252 -0.219
O 5.548 -1.545 -0.645
H 3.826 -1.685 4.759
O 3.682 -0.917 5.304
H -5.859 0.192 -2.777
H -5.400 1.777 -3.141
O -5.981 1.201 -2.493
H -2.826 -3.450 -2.741
H -4.445 -3.012 -2.598
O -3.537 -2.793 -2.515
H -1.160 -3.026 -4.165
H 0.330 -2.241 -4.615
O -0.453 -2.871 -4.895
H -0.746 4.522 1.803
H -0.469 3.691 3.161
O -0.704 3.677 2.243
H -1.174 -3.386 -0.714
H -1.245 -4.553 0.441
O -1.200 -3.655 0.180
H -3.967 -0.982 -1.054
H -3.000 -2.059 -0.325
O -3.554 -1.284 -0.149
H 6.233 1.129 -1.101
H 5.848 0.667 0.333
O 5.573 1.250 -0.544
H 3.008 -2.216 -0.737
H 1.537 -2.611 -0.654
O 2.171 -2.242 -1.251
H 0.129 -1.136 3.764
H 0.156 -0.390 2.407
O 0.652 -0.863 3.025
H 0.738 3.131 0.441
H 1.558 2.187 -0.430
O 0.789 2.795 -0.358
H 3.443 -3.077 1.437
O 3.845 -3.722 1.141
H -1.476 4.328 -4.367
H -0.885 2.912 -4.959
O -1.570 3.544 -4.931
H 1.512 -5.999 2.178
H 0.613 6.086 -1.790
H 2.631 -0.497 5.220
H -2.734 0.308 -2.634
H -3.656 -2.830 1.312
H 3.800 -4.420 1.789
O 0.435 1.980 -4.409
H 0.375 2.831 -3.726
H 1.246 1.510 -4.233
O -3.108 1.331 -0.063
H -3.878 0.778 0.024
H -3.045 2.333 -0.291
O 4.485 2.013 4.334
H 4.591 1.186 4.885
H 5.259 2.340 3.795
O -2.969 -1.289 -5.214
H -2.371 -0.525 -5.063
H -2.296 -1.900 -5.739
O -5.325 -0.268 2.797
H -4.490 -0.660 3.175
H -5.698 0.122 3.556
O 5.753 -1.074 1.992
H 5.793 -2.083 2.136
H 4.898 -1.028 1.475
O -2.717 -0.105 3.617
H -2.903 0.899 3.500
H -2.596 -0.478 2.701
```

***

Respective E values: -83191.301; -83197.020; -83188.748 eV.
Respective ΔE to the lowest compared entry with this formula, charge and spin values: 1400.4; 848.6; 1646.7 kJ/mol.
Respective Kohn-Sham gap values: 9.57; 9.15; 9.25 eV.